Below is 8 unconnected molecules or ions with the total composition C32H58IN2O9PS7 at a distorted geometry, with properties calculated with ωB97M-V/def2-TZVPD.

```
110
Properties=species:S:1:pos:R:3:forces:R:3
C -4.691169 -1.195770 4.464415 -0.472 -0.117 0.156
C -5.260056 -2.580235 4.291513 0.053 0.035 0.018
C -6.017860 -3.074880 5.355363 -0.202 -0.649 -0.150
C -6.611822 -4.333992 5.311719 0.357 0.296 -0.522
C -6.462008 -5.082560 4.155467 0.086 0.078 0.098
C -5.714293 -4.596780 3.090967 -0.009 0.114 0.296
C -5.072312 -3.357296 3.128651 -0.261 -0.148 0.489
C -4.251044 -2.885088 1.925013 -0.148 -0.356 0.431
C -2.783182 -3.279323 1.975829 0.006 0.103 -0.097
C -2.311798 -4.541713 1.646725 -0.349 0.168 -0.344
P -3.355928 -5.923566 1.078552 0.046 -0.289 0.630
O -3.654987 -6.920162 2.132189 -0.089 -0.050 0.068
C -0.933204 -4.854926 1.755580 -0.258 0.441 0.160
C -0.047609 -3.917221 2.184322 0.552 -0.551 -0.054
C -0.457519 -2.609493 2.478749 0.175 -0.357 0.065
N 0.488308 -1.707104 2.868022 -0.489 -0.081 -0.119
C 0.033910 -0.514128 3.111506 0.513 0.417 0.071
C 1.011495 0.534996 3.578860 -0.263 -0.022 0.245
C 1.911196 0.993103 2.462814 -0.800 0.344 0.245
O 2.973326 0.552053 2.261569 1.296 -0.495 -0.401
I 1.149941 2.565317 1.190285 -0.194 -0.020 0.015
C -1.321549 -0.158443 2.951444 -0.366 -0.093 -0.122
N -2.232013 -1.008989 2.582467 0.081 -0.047 -0.066
C -1.818802 -2.285945 2.358237 -0.358 0.048 -0.025
H -3.621901 -1.216882 4.616009 0.278 0.110 -0.135
H -5.138956 -0.744210 5.345531 -0.003 0.050 0.148
H -4.946630 -0.549358 3.630763 0.258 0.087 -0.247
H -6.160086 -2.485752 6.248823 0.110 0.254 0.029
H -7.177774 -4.720281 6.144296 -0.080 0.034 0.134
H -6.918869 -6.057464 4.078931 -0.031 -0.102 -0.058
H -5.665841 -5.230059 2.226211 0.075 0.021 -0.275
H -4.357696 -1.812025 1.827968 0.229 0.198 0.028
H -4.704861 -3.310960 1.042301 -0.141 -0.125 -0.194
H -2.634137 -6.528164 0.030734 0.033 0.446 -0.198
H -4.477486 -5.322121 0.488633 0.153 0.018 -0.287
H -0.593846 -5.849375 1.515731 0.068 -0.187 -0.044
H 0.997612 -4.163145 2.294253 0.149 0.054 0.012
H 0.468791 1.369582 4.007196 -0.007 0.214 -0.015
H 1.655977 0.094957 4.333068 0.136 -0.059 0.084
H -1.629752 0.859987 3.141723 -0.061 0.163 0.002
C -9.481758 -2.594528 0.364815 -0.106 0.030 0.065
S -7.809210 -2.603962 -0.287666 -0.020 0.008 -0.062
O -6.993345 -3.424622 0.646580 -0.038 -0.014 -0.092
C -7.446696 -0.885066 0.090274 -0.008 0.098 0.050
H -9.880519 -3.602069 0.269086 0.042 -0.019 -0.024
H -9.463241 -2.304748 1.415604 0.063 -0.012 -0.005
H -10.092843 -1.902614 -0.214766 0.008 -0.006 -0.021
H -7.568696 -0.712823 1.160237 0.002 -0.063 0.002
H -8.114658 -0.240347 -0.480709 0.009 -0.001 -0.020
H -6.415912 -0.691160 -0.199901 0.005 -0.043 -0.022
C -1.823371 -7.516039 -4.849068 0.050 0.018 -0.124
S -2.182811 -7.188340 -3.120051 -0.172 -0.130 0.050
O -2.931826 -5.903965 -3.065929 0.007 0.021 0.028
C -0.500788 -6.835440 -2.632305 0.207 -0.032 -0.074
H -2.766303 -7.720592 -5.351540 -0.027 0.002 0.041
H -1.349489 -6.641340 -5.294973 -0.008 0.025 0.055
H -1.171811 -8.386568 -4.925649 -0.010 -0.008 0.022
H -0.105643 -6.010364 -3.220863 -0.040 0.062 0.057
H 0.113819 -7.727738 -2.760401 -0.063 -0.042 0.020
H -0.516062 -6.552081 -1.581858 -0.017 0.027 0.004
C 3.672417 4.671602 -2.816782 0.006 -0.066 -0.227
S 3.383157 4.993441 -1.083469 0.074 -0.067 0.013
O 2.519950 6.210970 -0.994878 0.033 0.030 0.037
C 5.063071 5.495016 -0.712897 0.078 0.088 0.122
H 2.728275 4.370741 -3.269148 -0.020 0.005 0.064
H 4.034974 5.580750 -3.294179 -0.004 0.083 0.075
H 4.407651 3.869608 -2.901006 -0.086 0.063 -0.001
H 5.353622 6.339221 -1.336727 -0.023 -0.025 -0.059
H 5.730419 4.651136 -0.888402 -0.037 -0.030 -0.039
H 5.097973 5.781273 0.337419 -0.053 -0.033 0.010
C 2.940170 -2.425451 -2.142621 0.059 0.060 -0.085
S 1.679059 -3.490582 -1.432930 0.017 0.063 0.326
O 0.888237 -4.052467 -2.554607 0.021 0.033 -0.211
C 0.701871 -2.164320 -0.719378 -0.031 0.146 -0.030
H 3.642481 -3.055195 -2.685692 -0.018 -0.039 0.013
H 2.477597 -1.713636 -2.827264 -0.053 -0.032 0.014
H 3.460323 -1.903999 -1.338738 -0.021 -0.027 0.038
H 0.394892 -1.475338 -1.506807 0.021 -0.040 -0.037
H 1.291062 -1.645527 0.038645 -0.002 -0.039 0.024
H -0.175155 -2.612807 -0.257809 0.006 -0.047 -0.037
C 1.009655 8.360057 0.870882 0.051 -0.011 -0.044
S 0.725359 8.689189 2.608428 -0.011 -0.049 -0.043
O -0.125563 9.905714 2.701907 0.022 0.043 0.007
C 2.410515 9.198481 2.976104 0.099 0.027 0.020
H 0.062636 8.063173 0.425826 -0.027 -0.007 0.045
H 1.377665 9.261855 0.381371 -0.016 0.035 0.052
H 1.727441 7.547820 0.757957 -0.032 -0.021 -0.058
H 2.680930 10.045469 2.345575 -0.051 0.000 -0.016
H 3.086494 8.361328 2.801746 -0.015 -0.012 -0.002
H 2.450311 9.490671 4.023431 -0.042 -0.006 0.005
C 6.946751 0.278569 -1.318933 -0.013 -0.072 0.092
S 6.512425 1.119394 -2.844075 0.101 -0.034 -0.023
O 5.749431 2.336795 -2.456298 0.004 -0.025 0.062
C 5.304183 -0.087783 -3.396170 -0.063 -0.068 -0.003
H 7.666574 0.899909 -0.790734 0.004 0.034 -0.036
H 6.054983 0.147347 -0.705318 -0.024 0.043 -0.035
H 7.398694 -0.685288 -1.553015 0.015 0.009 -0.018
H 4.524348 -0.191233 -2.642009 0.047 0.074 0.006
H 5.800253 -1.042676 -3.570617 0.011 0.005 -0.012
H 4.871543 0.274669 -4.326314 0.029 0.034 -0.006
C 5.836584 7.388821 -5.242640 -0.051 0.094 -0.033
S 7.268494 6.676672 -4.421200 0.038 -0.028 -0.029
O 7.099675 6.902116 -2.961137 -0.062 0.044 -0.039
C 8.436704 7.912099 -5.003069 0.061 0.070 -0.045
H 4.966600 6.793117 -4.980647 -0.004 -0.050 0.021
H 5.693314 8.415550 -4.905722 0.032 -0.015 0.040
H 5.986276 7.356521 -6.321818 0.017 -0.021 0.003
H 8.112943 8.901569 -4.680551 -0.034 -0.029 0.036
H 8.501140 7.865269 -6.090146 0.006 -0.021 0.001
H 9.407190 7.682192 -4.568893 -0.014 -0.036 0.021
```
Positions in Å, forces in eV/Å.

- orbital gap (eV) = 7.6
- 2S+1 = 1
- total charge = 0
- E (hartree) = -5466.96456


Below is a single CH4O molecule at a distorted geometry, with properties calculated with ωB97M-V/def2-TZVPD.

```
6
Properties=species:S:1:pos:R:3:forces:R:3
C -0.689324 -0.008099 -0.011411 -0.073 1.935 -1.817
H -1.293603 -0.964290 -0.274655 1.865 1.600 -0.375
H -1.080132 1.019042 -0.550193 1.073 -2.870 0.279
H -1.100829 0.231956 0.922055 0.146 0.036 2.088
H 1.205760 0.655951 0.101835 2.126 5.437 0.833
O 0.800593 -0.111758 -0.016322 -5.139 -6.137 -1.009
```
Positions in Å, forces in eV/Å.

- orbital gap (eV) = 11.5
- energy above the lowest of the compared OMol25 structures with the same formula, charge and spin (kcal per mole) = 23.4
- 2S+1 = 1
- total charge = 0
- SMILES = CO
- E (hartree) = -115.67951


Below is a gas-phase ion, CH3N4Si (charge -1) at a distorted geometry, with properties calculated with ωB97M-V/def2-TZVPD.

```
9
Properties=species:S:1:pos:R:3:forces:R:3
C -0.726041 -0.868322 1.437615 1.792 -0.591 -1.696
N -0.817674 2.651258 -1.405596 -0.123 2.367 -0.252
N -1.382744 -0.910364 2.359366 -1.684 -0.091 1.967
N -0.516646 0.385419 -1.243114 0.050 -2.646 -0.039
N -0.647091 1.539629 -1.326123 -0.301 0.326 0.347
Si 0.596466 -0.675023 0.121922 -0.160 0.685 -1.067
H 1.002024 0.596648 0.534883 0.460 2.221 0.460
H 1.951696 -1.154745 0.505165 0.390 -0.979 1.038
H 0.540011 -1.564499 -0.984118 -0.424 -1.292 -0.757
```
Positions in Å, forces in eV/Å.

- orbital gap (eV) = 8.6
- energy above the lowest of the compared OMol25 structures with the same formula, charge and spin (kcal per mole) = 31.5
- 2S+1 = 1
- total charge = -1
- E (hartree) = -548.38578